ORCA calculation (the ωB97M-V functional and the def2-TZVPD basis) on a 9-piece molecular cluster, C67H163F2N5O9P3S2 overall.

XYZ file:
```
251
Properties=species:S:1:pos:R:3:mulliken_charge:R:1
C 3.5770 13.8425 18.3958 -0.40
C 2.4732 14.8260 18.0070 0.33
C 2.8292 16.2570 18.4785 -0.66
O 2.1569 14.7851 16.6518 -0.15
H 3.4638 13.5618 19.4447 0.11
H 4.5779 14.1191 18.0935 0.34
H 3.4330 12.8846 17.8676 -0.27
H 1.5928 14.5385 18.6183 -0.23
H 2.1091 16.9745 18.0619 0.02
H 3.7663 16.6306 18.0536 0.15
H 2.9288 16.3709 19.5531 0.02
C 3.2026 10.1048 15.9185 -1.32
C 1.7951 10.6201 15.6476 0.17
C 0.9181 10.4686 16.8580 -0.94
O 1.3824 11.3392 17.8439 0.10
C 0.5730 11.5062 18.9974 -0.72
N 1.7601 12.0799 15.1562 0.14
H 0.8441 12.2462 14.7598 0.35
H 1.9334 12.6325 16.0325 -0.30
H 2.5306 12.2789 14.5257 0.25
H 3.0893 9.0352 16.0752 0.47
H 3.6070 10.5562 16.8243 0.08
H 3.8601 10.3145 15.0740 0.47
H 1.3572 10.0906 14.7994 0.47
H 1.0246 9.4287 17.2125 0.39
H -0.1760 10.4549 16.7296 0.55
H 0.9067 12.4333 19.4577 0.06
H 0.7557 10.6963 19.7152 0.26
H -0.5025 11.4815 18.7988 0.35
C 5.3426 15.9569 15.0428 -1.61
C 4.5700 16.3289 13.7980 0.56
C 5.4125 16.1066 12.5313 -0.57
O 5.3226 17.1807 11.6473 -0.33
C 4.1047 17.2573 10.9416 -0.59
N 3.3523 15.3330 13.7839 0.00
H 3.6283 14.4479 13.3736 0.37
H 3.1089 15.2811 14.8012 -0.14
H 2.5795 15.7995 13.3155 0.35
H 6.0971 16.6802 15.3386 0.49
H 5.8906 15.0160 14.8643 0.37
H 4.7819 15.6115 15.9195 -0.03
H 4.1319 17.3224 13.8265 0.47
H 5.3236 15.0902 12.1116 0.44
H 6.4624 16.1144 12.8361 0.36
H 3.9857 18.2700 10.5640 0.27
H 3.2095 17.0132 11.5375 0.15
H 4.0775 16.5977 10.0672 0.31
C -1.0630 16.8303 16.6710 -1.47
C -1.3620 15.5248 15.9902 0.41
C -2.7549 15.4182 15.3262 -0.87
O -3.6232 15.0146 16.3344 -0.30
C -5.0043 15.2137 16.0731 -0.83
N -0.2742 15.1171 15.0312 0.11
H -0.3918 14.1684 14.6880 0.35
H -0.2559 15.7154 14.2007 0.46
H 0.6514 15.1933 15.5310 -0.07
H -0.8872 17.6258 15.9461 0.59
H -0.2768 16.7340 17.4174 0.11
H -1.9745 17.0817 17.2173 0.51
H -1.4665 14.6813 16.6798 0.17
H -2.6669 14.6901 14.5067 0.35
H -3.0392 16.4255 14.9971 0.44
H -5.2860 15.1711 15.0162 0.38
H -5.3930 16.1504 16.4772 0.29
H -5.5508 14.3788 16.5108 0.28
C 2.9013 14.9707 22.2380 -0.64
C 3.1115 15.3843 23.6702 1.17
C 2.4342 14.4477 24.6613 -1.07
O 1.0781 14.7208 24.5394 -0.06
C 0.2851 13.8364 25.3148 -0.87
N 4.5830 15.5025 23.9862 0.09
H 5.1222 15.7745 23.1336 -0.21
H 4.8554 16.0915 24.7754 0.48
H 5.0339 14.6052 24.2139 0.48
H 1.8532 15.0723 21.9643 0.13
H 3.1400 13.9029 22.2029 0.42
H 3.5001 15.5173 21.5118 -0.13
H 2.7963 16.3956 23.9351 -0.31
H 2.8125 14.5760 25.6865 0.48
H 2.7164 13.4076 24.4263 0.39
H 0.4442 14.0070 26.3844 0.38
H 0.4063 12.7968 25.0124 0.35
H -0.7613 14.1259 25.2024 0.13
C -1.6435 18.0259 26.6361 -1.44
C -2.4377 18.4073 25.3983 0.08
C -3.8397 17.7684 25.3359 -0.76
C -4.7369 18.3658 24.2496 -0.99
P -5.9190 17.1511 23.5715 0.23
C -7.1108 18.0206 22.5530 -0.92
C -6.6818 19.3038 21.8306 -0.45
C -7.1614 19.3897 20.3843 -0.63
C -8.6497 19.0329 20.2237 -1.24
C -4.9152 15.9660 22.6394 -0.91
C -4.1941 16.5626 21.4129 -0.42
C -2.8913 15.8409 21.0669 -1.19
C -1.7717 15.9490 22.1177 0.02
C -6.6776 16.2377 24.9424 -0.86
C -7.3272 17.1265 26.0378 -0.67
C -7.3097 16.4650 27.4051 -0.73
C -8.0450 17.2507 28.4927 -1.34
H -1.0690 18.8812 26.9920 0.37
H -0.9864 17.1750 26.4550 0.19
H -2.2634 17.7785 27.5005 0.48
H -1.9060 18.3164 24.4406 -0.41
H -2.5808 19.4976 25.3752 0.34
H -4.1441 17.8996 26.3743 0.40
H -3.7280 16.6964 25.1307 0.41
H -4.1579 18.7936 23.4337 0.77
H -5.4015 19.1041 24.7084 0.85
H -8.0544 18.2063 23.0756 0.68
H -7.4233 17.2061 21.8791 0.41
H -5.5853 19.2577 21.7824 0.11
H -6.8725 20.2285 22.3706 0.46
H -6.5498 18.8035 19.6889 0.15
H -7.0093 20.3961 19.9860 0.48
H -8.7891 17.9591 20.0928 0.32
H -9.0231 19.4597 19.2933 0.42
H -9.2235 19.4311 21.0580 0.31
H -5.6543 15.2351 22.2937 0.63
H -4.1788 15.4491 23.2528 0.52
H -3.8843 17.6133 21.4568 0.27
H -4.8956 16.5375 20.5749 0.49
H -2.4497 16.2870 20.1688 0.18
H -3.0516 14.7926 20.7931 0.46
H -1.8856 15.2430 22.9404 0.27
H -1.7465 16.9747 22.4909 -0.24
H -0.8175 15.7381 21.6341 0.09
H -5.8502 15.7183 25.4308 0.43
H -7.3953 15.6467 24.3655 0.62
H -8.3719 17.2617 25.7434 0.45
H -6.8213 18.0948 26.0160 0.40
H -6.2609 16.3157 27.6982 0.33
H -7.6674 15.4331 27.3206 0.44
H -7.4288 18.1229 28.6972 0.33
H -8.0594 16.6018 29.3692 0.38
H -9.0932 17.4383 28.2769 0.36
C 11.2412 10.2643 14.0146 -1.19
C 10.7890 11.6055 14.6072 -0.78
C 9.6207 11.4830 15.5821 -0.65
C 9.9736 10.8165 16.9292 -1.11
P 8.5831 10.0996 17.8394 0.78
C 9.3417 9.2348 19.2113 -1.14
C 10.1792 10.1030 20.1676 -0.71
C 10.5367 9.2448 21.3759 -0.61
C 11.4708 9.9575 22.3675 -1.24
C 7.5349 11.4564 18.4424 -1.43
C 6.0829 11.0925 18.8087 0.71
C 5.9171 10.0563 19.9236 -0.25
C 4.4654 9.8325 20.3116 -1.24
C 7.5980 9.0407 16.7598 -1.10
C 8.4513 8.0600 15.9297 -0.20
C 7.6291 7.1813 15.0262 -0.61
C 8.4410 6.3114 14.0750 -1.33
H 11.4505 9.4894 14.7572 0.31
H 12.2481 10.4554 13.6377 0.39
H 10.5655 9.9143 13.2409 0.29
H 10.4677 12.2366 13.7788 0.40
H 11.6289 12.1008 15.0940 0.39
H 8.7249 11.0126 15.1664 0.39
H 9.3621 12.5258 15.7990 0.33
H 10.2741 11.6305 17.5985 0.77
H 10.8131 10.1257 16.8437 0.62
H 9.9830 8.4965 18.7107 0.73
H 8.6439 8.6106 19.7737 0.59
H 9.6239 10.9784 20.5174 0.33
H 11.0323 10.5495 19.6520 0.44
H 10.7878 8.2062 21.1536 0.50
H 9.5933 9.0736 21.9171 0.27
H 11.6396 11.0043 22.1217 0.35
H 12.4477 9.4716 22.3253 0.31
H 11.1301 9.8541 23.3942 0.34
H 7.4588 12.1529 17.5994 0.44
H 8.0514 11.9922 19.2407 0.60
H 5.7200 10.5759 17.9082 -0.38
H 5.4768 11.9792 18.9621 0.04
H 6.5222 10.3187 20.7958 0.37
H 6.3007 9.1268 19.4905 0.08
H 3.9462 9.2731 19.5257 0.26
H 3.9521 10.7828 20.4903 0.15
H 4.3048 9.2182 21.1985 0.48
H 7.1030 9.7310 16.0660 0.57
H 6.8280 8.5191 17.3334 0.68
H 9.2084 7.6132 16.5794 0.48
H 9.0928 8.6927 15.2968 -0.19
H 6.7508 7.6718 14.5953 0.35
H 7.0981 6.4399 15.6467 0.37
H 7.8532 5.4735 13.7168 0.39
H 9.3604 5.9554 14.5469 0.33
H 8.8759 6.8821 13.2478 0.32
C 1.0944 19.1731 23.9673 -1.29
C 0.5280 18.8789 22.5946 0.13
C 1.2442 19.6634 21.4650 0.24
C 0.8780 21.1321 21.4785 -1.09
P 1.6750 22.2883 20.3312 0.37
C 1.6526 21.6003 18.6495 -0.78
C 0.2454 21.5571 18.0694 -0.61
C 0.1514 20.8510 16.7026 -0.12
C 1.0506 21.5334 15.6646 -1.39
C 3.2919 22.8092 20.8140 -0.91
C 4.4878 21.8300 20.8158 -0.33
C 5.5419 22.0942 21.9059 -0.84
C 4.9806 21.5793 23.2048 -0.91
C 0.6408 23.7891 20.3258 -0.84
C 1.0954 24.8240 19.2966 -0.56
C 0.2407 26.0975 19.2796 -0.82
C -1.1862 25.8669 18.7854 -1.10
H 0.4526 18.6852 24.7079 0.20
H 1.1370 20.2217 24.2601 0.43
H 2.0911 18.7578 24.1369 0.10
H -0.5104 19.2385 22.5075 0.32
H 0.4541 17.8150 22.3741 -0.09
H 1.0291 19.1533 20.5199 0.22
H 2.3113 19.4589 21.6211 -0.18
H 0.9237 21.5456 22.4909 0.61
H -0.1990 21.2100 21.2734 0.69
H 1.9338 20.5452 18.7515 0.48
H 2.4069 22.1311 18.0699 0.81
H -0.2507 22.5217 17.9012 0.15
H -0.4561 21.1295 18.7991 0.38
H -0.9066 20.9177 16.4446 0.49
H 0.4556 19.8103 16.8549 -0.15
H 1.2168 22.5934 15.8362 0.28
H 0.7179 21.3344 14.6472 0.40
H 2.0069 21.0021 15.7171 0.37
H 3.2696 23.3758 21.7487 0.65
H 3.6089 23.5428 20.0634 0.55
H 5.0521 21.8734 19.8794 0.48
H 4.2017 20.7733 20.8650 -0.21
H 5.7582 23.1662 21.9419 0.40
H 6.4704 21.6345 21.5691 0.39
H 5.6142 21.5618 24.0947 0.41
H 4.5578 20.5749 23.1086 0.04
H 4.1549 22.1857 23.6055 0.32
H 0.6335 24.1318 21.3627 0.72
H -0.3527 23.4106 20.0637 0.36
H 1.2155 24.4067 18.2922 0.22
H 2.1136 25.1048 19.5883 0.23
H 0.8106 26.8358 18.7101 0.50
H 0.3314 26.5549 20.2719 0.39
H -1.2201 26.1503 17.7331 0.31
H -1.9077 26.5241 19.2683 0.33
H -1.4928 24.8342 18.9451 0.27
N 6.3499 16.1976 21.7666 -0.38
S 5.9218 17.6901 21.1976 0.88
O 4.6604 17.8429 20.5435 -0.25
O 7.0328 18.5163 20.9462 -0.57
F 5.6039 18.1633 22.7149 -0.35
S 6.8062 15.4480 20.4636 0.82
O 8.2133 15.3016 20.3532 -0.60
O 6.0403 15.6941 19.2846 -0.37
F 6.3763 13.9553 20.9226 -0.28
```

Summary:
Orbital gap = 7.364 eV
Spin multiplicity = 1
Lowest unoccupied orbital energy = -0.37568 Ha
E_HOMO = -17.6 eV
Energy above the lowest of the compared OMol25 structures with the same formula, charge and spin = 0.0 kJ/mol
Charge = +5



ORCA calculation (the ωB97M-V functional and the def2-TZVPD basis) on C8H14N2PSSc as an isolated structure.

XYZ file:
```
27
Properties=species:S:1:pos:R:3:mulliken_charge:R:1
C 0.9470 1.3165 -3.1531 -0.17
C 0.9353 1.3186 -4.5399 -0.81
C -0.3672 1.6277 -5.0369 -0.23
C -1.2773 1.8589 -3.9607 -0.85
C -0.6407 1.7064 -2.7382 -0.25
Sc 0.3805 -0.7068 -0.0023 0.46
P 1.7009 1.1910 0.9092 -0.14
H 1.7524 1.1489 -2.4356 0.16
H 1.8040 1.1094 -5.1672 0.33
H -0.6302 1.6832 -6.0922 0.37
H -1.0016 1.8213 -1.7138 0.37
H -2.3305 2.1181 -4.0828 0.35
H 1.0954 2.5015 1.0533 0.15
H 2.8890 1.6204 0.1936 0.12
H 2.3084 1.1281 2.2235 0.11
S -1.9631 -0.3687 0.4977 -0.43
C -1.2798 -1.2274 1.8171 0.20
N -1.5860 -1.0889 3.1011 -0.15
C -0.6682 -1.7665 4.0180 -0.43
C 0.3228 -2.4578 3.1145 -0.48
N -0.0362 -1.9432 1.7360 -0.23
H -2.3938 -0.5542 3.4151 0.19
H -1.2182 -2.4778 4.6453 0.29
H -0.1800 -1.0371 4.6763 0.28
H 0.2051 -3.5410 3.0939 0.25
H 1.3635 -2.2036 3.3053 0.25
H -0.1317 -2.7771 1.1228 0.28
```

Summary:
Orbital gap (alpha / beta) = 3.955 / 3.930 eV
Spin multiplicity = 1
Lowest unoccupied orbital energy (alpha / beta) = -0.04037 / -0.04077 Ha
E_HOMO (alpha / beta) = -5.1 / -5.0 eV
Energy above the lowest of the compared OMol25 structures with the same formula, charge and spin = 241.9 kJ/mol



ORCA calculation (the ωB97M-V functional and the def2-TZVPD basis) on one molecule with the formula C3H4ClNO.

XYZ file:
```
10
Properties=species:S:1:pos:R:3:mulliken_charge:R:1
C 0.3614 0.4894 -0.5128 -0.11
C -1.1770 -1.2783 0.2881 -0.15
C -0.7104 0.2530 0.3710 0.07
N 1.5830 0.6147 -0.2357 -0.60
O -0.7247 -2.0413 -0.4726 -0.40
Cl -2.2607 0.9783 -0.1463 -0.17
H -0.1597 0.5025 -1.5050 0.26
H -2.0121 -1.5552 0.8424 0.44
H -0.5392 0.4718 1.4097 0.38
H 2.0985 0.6381 -1.1012 0.28
```

Summary:
Orbital gap = 10.801 eV
SMILES = [H]/N=C/[C@@H](Cl)C=O
Spin multiplicity = 1
Lowest unoccupied orbital energy = 0.02037 Ha
E_HOMO = -10.2 eV
Energy above the lowest of the compared OMol25 structures with the same formula, charge and spin = 147.3 kJ/mol



ORCA calculation (the ωB97M-V functional and the def2-TZVPD basis) on C9H13BNO as an isolated structure.

XYZ file:
```
25
Properties=species:S:1:pos:R:3:mulliken_charge:R:1
B -0.1627 0.4480 0.0969 0.37
C 1.7425 -1.4717 0.3739 -0.72
C 2.7440 -1.1967 -0.7110 -0.57
C 2.1575 1.1952 0.8810 -0.99
C 2.9447 1.3534 -0.1926 -0.47
C 1.3063 0.0417 0.3159 1.29
C 2.4376 0.1133 -0.7725 -0.28
C -1.8733 -1.3532 0.6333 -0.92
C -2.3386 0.4916 -0.9266 -0.51
C -2.0432 1.7556 -0.0973 -0.42
N -1.3427 -0.4991 -0.4476 0.03
O -0.6922 1.6348 0.2949 -0.49
H 2.2474 -1.7503 1.2984 0.30
H 3.5168 -1.8022 -1.1374 0.43
H 2.0762 1.6959 1.8244 0.46
H 3.7427 2.0107 -0.4790 0.47
H -1.1012 -2.0357 0.9814 0.33
H -2.1845 -0.7338 1.4716 0.38
H -2.7256 -1.9323 0.2791 0.38
H -2.1667 0.6883 -1.9852 0.38
H -3.3580 0.1337 -0.7881 0.30
H -2.1553 2.6739 -0.6765 0.32
H -2.6663 1.8257 0.7984 0.36
H 0.9397 -2.1797 0.1753 0.25
H -1.0451 -1.1069 -1.2106 0.35
```

Summary:
Orbital gap = 8.845 eV
Spin multiplicity = 1
Lowest unoccupied orbital energy = -0.11051 Ha
E_HOMO = -11.9 eV
Energy above the lowest of the compared OMol25 structures with the same formula, charge and spin = 0.0 kJ/mol
Charge = +1



ORCA calculation (the ωB97M-V functional and the def2-TZVPD basis) on C32H45CoN3O4PS3Si as an isolated structure.

XYZ file:
```
90
Properties=species:S:1:pos:R:3:mulliken_charge:R:1
Co -0.4381 0.1658 0.1309 0.17
C -0.7466 4.4211 -1.6635 -1.04
O -0.3313 3.1579 -1.1316 -0.17
P -1.1288 2.4238 0.0453 0.33
O -2.6417 2.6290 -0.4532 -0.51
C -3.7691 2.0785 0.2557 -0.69
O -1.1500 3.5775 1.1783 -0.50
C 0.0758 4.0557 1.7407 -0.52
H -0.6901 5.1991 -0.9011 0.33
H -1.7642 4.3604 -2.0441 0.32
H -0.0624 4.6517 -2.4767 0.31
H -4.5784 2.7988 0.1756 0.39
H -3.5442 1.9101 1.3122 0.24
H -4.0754 1.1443 -0.2047 0.19
H -0.1773 4.6330 2.6261 0.29
H 0.5908 4.7004 1.0229 0.23
H 0.7420 3.2457 2.0263 0.15
N -2.2220 -0.7059 0.2672 -0.05
C -3.1976 -1.2664 0.5287 0.69
C -4.4116 -1.8794 0.8140 0.14
C -5.5404 -1.0401 1.0465 -0.06
N -6.4554 -0.3595 1.2346 -0.62
C -4.5223 -3.2958 0.9198 -0.13
N -4.6244 -4.4423 1.0093 -0.59
C 3.0223 -0.2503 -3.5669 -1.95
C 2.0842 0.5126 -2.6200 3.28
C 2.8789 0.9727 -1.3834 -1.63
C 1.6750 1.7992 -3.3517 -1.79
Si 0.5308 -0.5099 -1.9795 -0.62
C 1.1056 -2.3494 -1.6164 2.81
C 1.3560 -3.2334 -2.8461 -1.93
C 2.3805 -2.3374 -0.7589 -1.34
C 0.0327 -3.0286 -0.7419 -1.49
C -0.8149 -0.5405 -3.4051 2.96
C -1.5590 0.8035 -3.4262 -1.71
C -1.8807 -1.6110 -3.1181 -2.08
C -0.2543 -0.8069 -4.8105 -1.85
H 3.8314 0.4197 -3.8966 0.55
H 2.5043 -0.6039 -4.4618 0.28
H 3.4909 -1.1111 -3.0936 0.37
H 3.7656 1.5442 -1.6983 0.57
H 3.2159 0.1481 -0.7535 0.33
H 2.2608 1.6317 -0.7631 -0.05
H 2.5760 2.4041 -3.5402 0.60
H 0.9912 2.3974 -2.7528 -0.07
H 1.2096 1.6062 -4.3200 0.33
H 2.0984 -2.8056 -3.5246 0.28
H 0.4446 -3.4163 -3.4172 0.35
H 1.7339 -4.2146 -2.5190 0.55
H 3.2652 -2.0164 -1.3080 0.15
H 2.5776 -3.3545 -0.3885 0.64
H 2.2598 -1.6886 0.1143 -0.30
H -0.9422 -3.0896 -1.2308 0.26
H -0.0964 -2.4997 0.2082 -0.15
H 0.3502 -4.0536 -0.5000 0.55
H -2.0622 0.9946 -2.4737 0.14
H -2.3330 0.7824 -4.2078 0.63
H -0.9005 1.6514 -3.6291 0.23
H -2.2997 -1.5085 -2.1136 0.15
H -1.4935 -2.6256 -3.2208 0.34
H -2.7088 -1.5028 -3.8352 0.60
H 0.4316 -0.0242 -5.1387 0.32
H -1.0815 -0.8386 -5.5364 0.54
H 0.2738 -1.7606 -4.8718 0.27
O 0.7086 -0.4192 1.5661 -1.18
C 0.7474 -0.2826 2.9468 3.51
C -0.6084 0.1215 3.5508 -0.66
C -1.7183 -0.6688 3.5863 -0.42
C -2.8610 -0.0200 4.1341 -0.83
C -2.5924 1.2591 4.5198 -0.51
S -0.9562 1.6622 4.2287 -0.04
C 1.8569 0.7280 3.2886 -0.49
C 2.6132 1.3900 2.3725 -1.20
C 3.5960 2.2455 2.9577 -0.71
C 3.5731 2.2037 4.3166 -0.64
S 2.3829 1.1110 4.8869 -0.02
C 1.1143 -1.6308 3.5803 -0.83
C 0.9557 -2.0626 4.8634 -0.42
C 1.4877 -3.3693 5.0769 -0.80
C 2.0245 -3.8972 3.9424 -0.61
S 1.8903 -2.8172 2.6209 0.11
H -1.7129 -1.6923 3.2278 0.75
H -3.8340 -0.4867 4.2323 0.43
H -3.2596 1.9824 4.9683 0.47
H 2.4704 1.2437 1.3105 0.87
H 4.2862 2.8526 2.3844 0.41
H 4.1998 2.7342 5.0202 0.46
H 0.4596 -1.4740 5.6274 0.48
H 1.4458 -3.8918 6.0247 0.41
H 2.4736 -4.8707 3.8041 0.46
```

Summary:
Orbital gap (alpha / beta) = 6.802 / 7.717 eV
Expectation value of S² = 3.77
Spin multiplicity = 4
Lowest unoccupied orbital energy (alpha / beta) = 0.08062 / 0.08056 Ha
E_HOMO (alpha / beta) = -4.6 / -5.5 eV
Charge = -1



ORCA calculation (the ωB97M-V functional and the def2-TZVPD basis) on a 2-piece molecular cluster, C3H4ClNO2 overall.

XYZ file:
```
11
Properties=species:S:1:pos:R:3:mulliken_charge:R:1
C 1.3573 1.4382 0.4134 -0.08
C -1.8449 -0.5175 -0.2366 -0.43
C 1.7681 0.1796 -0.1976 0.27
N 1.9566 -0.9741 -0.3691 0.52
O 0.6293 2.1642 -0.1213 -0.37
O 2.1850 -2.0651 -0.7207 -0.61
Cl -3.2803 0.0062 0.7343 -0.20
H 1.8034 1.4788 1.4235 0.28
H -1.6110 0.4251 -0.7870 0.23
H -2.0786 -1.5744 -0.5578 0.31
H -0.8848 -0.5611 0.4189 0.07
```

Summary:
Orbital gap = 9.963 eV
SMILES = O=CC#[N+][O-].CCl
Spin multiplicity = 1
Lowest unoccupied orbital energy = -0.02192 Ha
E_HOMO = -10.6 eV
Energy above the lowest of the compared OMol25 structures with the same formula, charge and spin = 435.0 kJ/mol



| no. | strongest force on any atom (eV/Å) | energy (a.u.) |
| --- | --- | --- |
| 1 | 4.104 | -5619.9584 |
| 2 | 4.697 | -1922.7587 |
| 3 | 4.373 | -706.8456 |
| 4 | 1.541 | -505.2571 |
| 5 | 0.650 | -4919.8692 |
| 6 | 4.007 | -781.9894 |